# 1
# C9H12IN2O

A gas-phase ion, C9H12IN2O (charge +1) (ωB97M-V with the def2-TZVPD basis set, the OMol25 dataset).

Its largest force on an atom is 2.1 eV/Å. Its LUMO energy (alpha / beta) is -6.32 / -6.88 eV. The value obtained for the orbital gap (alpha / beta) is 5.127 / 4.146 eV. The energy above the lowest of the compared OMol25 structures with the same formula, charge and spin comes out at 319.24 kJ/mol. Its charge is +1. For the molecular weight, the calculation gives 291.11 g/mol.

CARTESIAN COORDINATES (ANGSTROEM)
C1 -2.97 -1.19 0.08
C2 0.56 -0.17 -0.54
C3 -0.79 0.05 -0.35
C4 -4.03 -0.52 -0.30
C5 -2.00 1.99 0.30
C6 1.48 0.97 -0.84
C7 1.29 -1.43 -0.25
C8 2.34 1.24 0.44
C9 2.60 -1.07 0.53
N1 -1.63 -1.05 -0.20
N2 -1.24 1.32 -0.44
O1 2.43 0.11 1.26
I1 -5.92 0.00 0.10
H1 -3.17 -2.16 0.54
H2 -2.24 3.00 0.00
H3 -2.42 1.63 1.24
H4 2.14 0.67 -1.65
H5 0.94 1.86 -1.13
H6 0.70 -2.13 0.35
H7 1.58 -1.93 -1.18
H8 3.33 1.57 0.12
H9 1.88 2.02 1.05
H10 2.82 -1.85 1.26
H11 3.45 -0.98 -0.16
H12 -1.13 -1.93 -0.24

How positive or negative is each atom? The Mulliken charges in e answer that: 0.24 0.70 0.23 -0.60 -0.39 -0.99 -0.64 -0.47 -0.58 -0.16 -0.39 -0.43 0.49 0.37 0.28 0.36 0.31 0.41 0.30 0.35 0.33 0.33 0.36 0.34 0.24



# 2
# CH4NO2

2 unconnected molecules or ions with the total composition CH4NO2 (ωB97M-V with the def2-TZVPD basis set, the OMol25 dataset).

Its largest force on an atom is 4.3 eV/Å. Its LUMO energy is 4.82 eV. The value obtained for the orbital gap is 6.642 eV. The energy above the lowest of the compared OMol25 structures with the same formula, charge and spin comes out at 302.92 kJ/mol. Its charge is -1. For the molecular weight, the calculation gives 62.05 g/mol.

CARTESIAN COORDINATES (ANGSTROEM)
O1 0.15 0.13 2.28
H1 1.08 0.32 2.06
C1 0.08 0.60 -0.79
N1 -0.88 -0.49 -1.41
O2 1.29 0.81 -1.12
H2 0.10 0.32 1.25
H3 -0.15 -1.11 -1.49
H4 -1.69 -0.58 -0.77

How positive or negative is each atom? The Mulliken charges in e answer that: -0.70 0.36 -0.70 -0.69 -0.21 0.23 0.31 0.40



# 3
# C11H24AuN4NbO3

A molecular structure, C11H24AuN4NbO3 (ωB97M-V with the def2-TZVPD basis set, the OMol25 dataset).

Its largest force on an atom is 7.5 eV/Å. Its LUMO energy (alpha / beta) is -11.04 / -11.04 eV. The value obtained for the orbital gap (alpha / beta) is 4.031 / 4.027 eV. Its charge is +2. For the molecular weight, the calculation gives 550.21 g/mol.

CARTESIAN COORDINATES (ANGSTROEM)
N1 -1.90 -0.63 1.30
C1 -2.99 -1.01 1.69
O1 -4.08 -1.31 2.02
Au1 -2.16 2.45 3.18
Nb1 0.05 -0.08 1.32
N2 0.27 1.69 0.39
N3 0.87 -1.47 0.18
C2 -0.34 2.45 -0.70
C3 0.24 -2.46 -0.69
C4 -0.04 3.96 -0.56
C5 0.22 2.02 -2.06
C6 -1.86 2.27 -0.70
C7 -0.46 -3.53 0.17
C8 1.25 -3.15 -1.61
C9 -0.82 -1.78 -1.57
H1 -0.36 4.33 0.42
H2 -0.61 4.49 -1.34
H3 1.02 4.19 -0.72
H4 1.31 2.15 -2.11
H5 -0.23 2.65 -2.85
H6 -0.02 0.97 -2.28
H7 -2.16 1.21 -0.78
H8 -2.27 2.82 -1.55
H9 -2.29 2.70 0.22
H10 0.27 -4.00 0.85
H11 -0.90 -4.30 -0.48
H12 -1.25 -3.07 0.77
H13 1.95 -3.77 -1.03
H14 1.81 -2.40 -2.18
H15 0.71 -3.80 -2.31
H16 -1.32 -2.53 -2.19
H17 -0.34 -1.03 -2.22
H18 -1.59 -1.28 -0.96
C10 1.66 2.05 0.65
H19 2.13 1.34 1.36
H20 2.29 2.03 -0.25
H21 1.72 3.04 1.11
C11 2.21 -1.81 0.65
H22 2.52 -1.12 1.45
H23 2.28 -2.81 1.10
H24 2.96 -1.71 -0.15
O2 -0.18 0.09 5.26
N4 -0.42 0.61 4.27
O3 0.82 -0.43 2.91

How positive or negative is each atom? The Mulliken charges in e answer that: -0.51 0.53 -0.41 0.71 1.51 0.23 0.28 0.85 1.08 -1.69 -1.12 -1.19 -1.36 -1.73 -1.28 0.38 0.45 0.43 0.39 0.47 0.09 0.21 0.48 0.15 0.33 0.45 0.22 0.42 0.42 0.44 0.54 0.15 0.19 -1.03 0.36 0.38 0.43 -1.13 0.39 0.38 0.37 0.04 0.48 -0.80



# 4
# C3H10N2P

2 unconnected molecules or ions with the total composition C3H10N2P (ωB97M-V with the def2-TZVPD basis set, the OMol25 dataset).

Its largest force on an atom is 3.7 eV/Å. Its LUMO energy (alpha / beta) is -5.60 / -5.61 eV. The value obtained for the orbital gap (alpha / beta) is 8.131 / 8.129 eV. The energy above the lowest of the compared OMol25 structures with the same formula, charge and spin comes out at 360.92 kJ/mol. Its charge is +1. For the molecular weight, the calculation gives 105.10 g/mol.

CARTESIAN COORDINATES (ANGSTROEM)
C1 1.05 -0.41 0.09
C2 2.08 0.58 -0.27
C3 -2.44 0.53 0.28
N1 1.38 -1.51 0.90
N2 -0.12 -0.22 -0.50
P1 -1.62 -0.97 -0.34
H1 1.92 1.11 -1.26
H2 3.12 0.33 -0.22
H3 1.99 1.43 0.37
H4 -1.96 0.82 1.15
H5 -3.55 0.47 0.18
H6 -1.92 1.28 -0.56
H7 2.28 -1.47 1.43
H8 0.72 -2.32 1.10
H9 -0.82 1.51 -0.66
H10 -2.13 -1.14 -1.70

How positive or negative is each atom? The Mulliken charges in e answer that: 0.84 -1.30 -0.58 -0.39 -0.39 0.01 0.33 0.40 0.37 0.36 0.35 0.05 0.26 0.25 0.31 0.13